w | A cluster of 2 separate species, C6H12N2O in total. Source: OMol25; level of theory: the ωB97M-V functional and the def2-TZVPD basis.

Output
SMILES string: CC(=O)NN.C=CC=C
gap between HOMO and LUMO: 9.185 eV
multiplicity: 1
E_HOMO: -8.349 eV

Element x y z (Å)
C 1.109 -2.191 0.465
N -0.818 -0.699 0.976
C -0.116 -1.477 -0.038
N -2.240 -0.731 0.945
O -0.648 -1.712 -1.111
H -0.431 -0.732 1.917
H -2.502 -1.257 0.102
H -2.529 0.225 0.723
H 1.825 -2.273 -0.355
H 1.586 -1.648 1.284
H 0.829 -3.194 0.799
C 1.235 1.041 -0.411
C 0.006 1.527 0.398
C 1.405 1.164 -1.732
C -1.076 2.134 -0.159
H 2.097 0.772 0.199
H 0.345 1.909 1.360
H 2.315 0.821 -2.213
H -1.529 1.736 -1.060
H -1.491 3.029 0.292
H 0.629 1.555 -2.381

x | A structure of composition C6H12N2O. Source: OMol25; level of theory: the ωB97M-V functional and the def2-TZVPD basis.

Output
gap between HOMO and LUMO (alpha / beta): 8.868 / 8.868 eV
multiplicity: 1
E_HOMO (alpha / beta): -8.718 / -8.718 eV

Element x y z (Å)
C -1.103 1.059 -1.653
C -0.871 0.470 1.032
C 0.986 -1.333 1.456
N 0.257 0.687 -1.709
C 0.683 -0.134 0.560
C 0.561 -0.453 -0.915
N -0.670 1.523 1.783
C 0.493 -1.667 -1.452
O 1.507 0.936 0.763
H 0.864 1.451 -1.416
H 0.810 1.648 1.407
H -1.480 2.123 1.907
H -1.291 1.931 -2.274
H -1.732 0.236 -1.982
H -1.527 -0.384 1.211
H -1.575 1.092 -0.383
H 0.186 -2.070 1.419
H 1.105 -0.982 2.480
H 1.923 -1.790 1.141
H 0.567 -2.566 -0.867
H 0.307 -1.776 -2.508

y | A structure of composition C6H12N2O. Source: OMol25; level of theory: the ωB97M-V functional and the def2-TZVPD basis.

Output
gap between HOMO and LUMO (alpha / beta): 7.228 / 7.229 eV
multiplicity: 1
E_HOMO (alpha / beta): -7.645 / -7.646 eV

Element x y z (Å)
C -0.551 -1.309 1.620
C 1.474 1.707 0.361
C 0.939 -0.455 -1.198
N -0.228 0.078 1.294
N -1.187 0.654 0.461
C 1.186 0.215 0.592
C -1.423 0.145 -0.698
C -2.135 -0.378 -1.645
O 2.044 -0.477 1.157
H -1.307 1.651 0.595
H 0.289 -1.686 2.196
H -1.458 -1.333 2.225
H -0.678 -1.946 0.737
H 1.512 2.207 1.332
H 0.755 2.215 -0.286
H 2.456 1.782 -0.102
H 0.681 -1.510 -1.158
H 2.014 -0.358 -1.324
H 0.491 0.027 -2.070
H -1.700 -0.577 -2.617
H -3.172 -0.652 -1.471

z | The molecule C6H12N2O. Source: OMol25; level of theory: the ωB97M-V functional and the def2-TZVPD basis.

Output
SMILES string: C=C(NN)C(C)(C)C=O
gap between HOMO and LUMO: 8.695 eV
multiplicity: 1
E_HOMO: -7.909 eV

Element x y z (Å)
C -0.194 0.698 -0.075
C -0.363 1.841 0.931
C 0.159 1.210 -1.479
N -0.088 -1.550 0.892
C 0.715 -0.387 0.433
N -0.079 -2.813 0.269
C -1.594 -0.126 -0.206
C 2.043 -0.472 0.319
O -2.503 -0.104 0.616
H -0.827 -1.350 1.577
H -0.932 -2.958 -0.273
H 0.697 -2.892 -0.389
H -1.744 -0.527 -1.225
H 0.229 2.718 0.646
H -1.407 2.166 1.002
H -0.045 1.555 1.940
H -0.711 1.685 -1.945
H 0.975 1.940 -1.450
H 0.475 0.393 -2.137
H 2.566 -1.363 0.657
H 2.628 0.338 -0.101

Most stable = z

w | The molecule C6H12N2O. Source: OMol25; level of theory: the ωB97M-V functional and the def2-TZVPD basis.

Output
SMILES string: C=C=C(C)C(N)(N)CO
gap between HOMO and LUMO: 9.721 eV
multiplicity: 1
E_HOMO: -8.868 eV

Element x y z (Å)
C 1.228 -0.657 0.946
C -1.737 0.880 -1.234
C 0.596 0.177 -0.380
C -0.897 0.202 -0.185
C -1.394 -0.377 0.875
N 0.928 -0.465 -1.628
N 1.175 1.487 -0.313
C -2.009 -1.030 1.818
O 2.638 -0.637 0.823
H 2.958 0.191 1.194
H 0.420 -1.332 -1.754
H 1.924 -0.656 -1.680
H 0.572 2.181 -0.735
H 2.179 1.430 -0.461
H 0.917 -1.699 0.858
H 0.936 -0.224 1.907
H -1.635 1.964 -1.178
H -1.425 0.553 -2.226
H -2.787 0.630 -1.096
H -2.420 -2.015 1.651
H -2.169 -0.602 2.796

x | The molecule C6H12N2O. Source: OMol25; level of theory: the ωB97M-V functional and the def2-TZVPD basis.

Output
SMILES string: C[C@@H]1CC[C@H](C)N1N=O
gap between HOMO and LUMO: 9.987 eV
multiplicity: 1
E_HOMO: -9.277 eV

Element x y z (Å)
C 0.663 -1.820 1.184
C 0.841 -0.470 0.491
C 1.380 -0.747 -0.925
C 1.007 0.630 -1.611
C -0.459 0.938 -1.065
C -1.723 0.460 -1.932
H 0.769 -2.647 0.427
H -0.320 -2.009 1.639
H 1.455 -1.942 1.865
H 1.727 0.049 0.877
H 0.797 -1.506 -1.396
H 2.310 -1.289 -1.067
H 1.652 1.448 -1.039
H 1.255 0.793 -2.677
H -0.378 2.013 -1.016
H -1.571 0.744 -2.965
H -2.068 -0.668 -1.850
H -2.482 1.189 -1.636
N -0.250 0.480 0.358
N -1.076 0.699 1.395
O -0.514 0.203 2.464

Most stable = w

w | A structure of composition C4H3F3. Source: OMol25; level of theory: the ωB97M-V functional and the def2-TZVPD basis.

Output
gap between HOMO and LUMO: 9.548 eV
multiplicity: 1
E_HOMO: -8.928 eV

Element x y z (Å)
C 1.045 -0.303 -0.428
C -0.106 -0.267 0.531
C 0.550 1.087 -0.676
C -1.385 -0.301 0.134
F 1.130 1.942 0.187
F -2.402 -0.143 0.962
F -1.821 -0.573 -1.075
H 1.999 -0.440 0.074
H 0.903 -0.956 -1.281
H 0.087 -0.046 1.571

x | The molecule C4H3F3. Source: OMol25; level of theory: the ωB97M-V functional and the def2-TZVPD basis.

Output
SMILES string: C=C(F)/C(F)=C\F
gap between HOMO and LUMO: 10.002 eV
multiplicity: 1
E_HOMO: -9.341 eV

Element x y z (Å)
C 1.426 -0.786 -0.060
C 0.096 -0.922 -0.007
C -0.926 0.133 -0.026
C -0.763 1.428 0.118
H 2.091 -1.630 -0.022
H 0.238 1.825 0.254
H -1.611 2.101 0.041
F 1.991 0.420 -0.152
F -0.385 -2.178 0.068
F -2.155 -0.389 -0.214

y | A structure of composition C4H3F3. Source: OMol25; level of theory: the ωB97M-V functional and the def2-TZVPD basis.

Output
gap between HOMO and LUMO: 11.323 eV
multiplicity: 1
E_HOMO: -11.592 eV

Element x y z (Å)
C 0.475 -0.482 0.963
C -0.771 0.039 0.941
C 0.768 -0.184 -0.432
C -0.679 0.478 -0.533
F 1.035 -1.584 -1.461
F -0.358 1.834 -0.809
F -1.732 0.225 -1.350
H 1.019 -1.053 1.728
H -1.410 0.352 1.622
H 1.653 0.373 -0.670

Most stable = x

w | The ion HN5OS with charge -2. Source: OMol25; level of theory: the ωB97M-V functional and the def2-TZVPD basis.

Output
SMILES string: [O-]N1[N-][N+](=S)[N-]N1
gap between HOMO and LUMO: 4.314 eV
multiplicity: 1
net charge: -2
E_HOMO: 2.275 eV

Element x y z (Å)
N -0.804 1.073 -0.132
N -0.395 -1.099 0.410
N 0.912 -0.570 0.515
N 0.879 0.923 0.327
N -1.202 -0.110 0.008
O 1.702 1.393 -0.478
S -2.695 -0.725 -0.343
H 1.602 -0.885 -0.307

x | A structure of composition HN5OS. Source: OMol25; level of theory: the ωB97M-V functional and the def2-TZVPD basis.

Output
gap between HOMO and LUMO: 5.590 eV
multiplicity: 1
net charge: -2
E_HOMO: 0.836 eV

Element x y z (Å)
N -1.164 0.371 1.377
N -0.477 -0.135 -0.850
N 0.797 -0.646 -0.850
N 1.892 -0.037 -0.463
N -1.218 0.175 0.132
O 3.012 -0.605 -0.857
S -2.721 0.546 -0.399
H -0.120 0.331 1.909

Most stable = x